Record 1
The following is a quantum chemistry calculation of 2 unconnected molecules or ions with the total composition C3H7O, from OMol25.

```
11
Properties=species:S:1:pos:R:3:forces:R:3:mulliken_charge:R:1
C 1.6838 1.0861 -0.5653 -0.2 -0.4 0.6 -0.630
O 1.1191 0.5528 0.5488 0.2 0.1 -0.2 -0.790
H 2.5346 1.7741 -0.3427 0.1 0.2 -0.1 0.175
H 2.1293 0.3344 -1.2746 0.0 0.0 0.0 0.141
H 0.9725 1.6682 -1.1988 0.0 0.2 -0.1 0.164
C -1.1473 -0.9007 0.6662 -0.2 0.1 -0.7 -0.399
C -1.8931 -0.9452 -0.4374 -0.2 -0.1 0.4 -0.458
H -1.4100 -0.2590 1.4955 -0.1 -0.2 0.2 0.202
H -0.2100 -1.4237 0.7180 0.3 0.2 0.1 0.191
H -2.8696 -0.4739 -0.4907 0.1 0.3 -0.1 0.205
H -1.5595 -1.4429 -1.3402 0.0 -0.2 0.1 0.199
```
Forces are in eV/Å.

Summary:
- net charge = -1
- HOMO (eV) = -1.892
- energy above the lowest of the compared OMol25 structures with the same formula, charge and spin (kcal/mol) = 38.4
- E (hartree) = -193.66986
- spin multiplicity = 1
- gap between HOMO and LUMO (eV) = 6.44

Record 2
The following is a quantum chemistry calculation of 13 unconnected molecules or ions with the total composition C31H93N5O16, from OMol25.

```
145
Properties=species:S:1:pos:R:3:forces:R:3:mulliken_charge:R:1
C -16.0544 6.6430 -13.5378 0.4 1.1 -0.7 -0.581
O -17.3546 6.0824 -13.4108 0.3 -0.2 0.6 -0.533
H -15.2346 6.2214 -12.9480 -0.4 -0.7 -0.1 0.135
H -15.8010 6.6871 -14.6009 0.3 -0.2 0.1 0.468
H -16.0702 7.6816 -13.2030 -0.5 0.0 0.0 0.264
H -17.3242 5.1788 -13.7436 -0.1 0.0 0.0 0.278
C -10.1000 5.9458 -7.9959 -0.4 0.5 -0.5 -0.685
O -10.7760 5.6947 -9.2313 0.1 -0.4 -0.1 -0.301
H -10.3480 5.1191 -7.3359 0.0 0.1 0.1 0.216
H -9.0160 6.0195 -8.0981 0.0 -0.1 -0.1 0.329
H -10.4799 6.8979 -7.6151 0.2 -0.1 0.4 0.286
H -10.4015 6.2251 -9.9392 0.1 0.1 0.1 0.216
C -17.6571 4.5672 -10.3090 -0.5 0.5 0.4 0.199
O -17.4678 5.9736 -10.5604 0.3 -0.5 -0.3 -0.494
H -17.4874 4.4039 -9.2454 0.0 0.0 0.0 -0.516
H -18.6958 4.3263 -10.5322 0.1 -0.4 -0.1 0.398
H -16.9502 3.9268 -10.8374 -0.1 0.1 -0.2 0.075
H -17.4700 6.0651 -11.5337 -0.1 0.2 0.3 0.257
C -12.5811 9.1895 -9.8148 0.1 -0.1 0.2 0.031
O -12.4577 10.3542 -9.0200 -0.4 -0.1 0.1 -0.662
H -12.2233 8.3215 -9.2475 0.0 -0.1 -0.2 -0.079
H -13.6124 8.9817 -10.1255 0.0 0.1 0.1 0.044
H -11.9838 9.3038 -10.7210 0.1 0.1 0.1 0.258
H -12.9874 10.1643 -8.2144 0.3 0.1 -0.3 0.492
C -14.3840 1.5448 -11.5463 1.0 0.4 -0.5 -0.161
O -14.2014 0.3887 -12.3643 -0.5 -0.1 0.4 -0.570
H -13.4483 2.1138 -11.6113 -0.2 0.4 0.1 0.318
H -15.2195 2.1634 -11.8834 -0.1 0.0 0.1 0.157
H -14.5056 1.3092 -10.4946 -0.2 -0.5 -0.1 -0.105
H -14.0841 0.7047 -13.2632 0.0 -0.1 0.0 0.321
C -18.2357 4.2275 -4.7472 -0.3 0.1 -0.4 -1.145
C -17.2508 3.4334 -5.6433 -0.6 -0.2 0.9 0.384
C -17.9939 2.3565 -6.4156 -0.1 -0.4 -0.5 0.034
O -18.8034 1.5623 -5.5678 0.4 0.4 0.4 -0.516
C -19.6808 0.7224 -6.2637 -0.2 -0.3 0.6 -0.720
N -16.5024 4.2393 -6.5956 -0.4 0.6 -0.5 -0.051
H -18.1390 5.3035 -4.8921 0.5 0.1 0.2 0.089
H -18.1155 3.9510 -3.7020 -0.1 0.2 0.0 0.304
H -19.2793 4.0505 -5.0247 0.1 -0.3 0.0 0.291
H -16.5653 2.9133 -4.9690 0.2 0.0 -0.2 0.219
H -17.2557 1.7374 -6.9383 0.0 -0.1 0.0 -0.431
H -18.6399 2.7800 -7.1980 0.1 0.4 0.0 0.599
H -20.1971 0.1164 -5.5162 0.1 0.0 0.0 0.328
H -19.1320 0.0390 -6.9176 -0.1 0.1 -0.3 0.204
H -20.4672 1.2860 -6.7778 0.2 0.0 -0.4 0.290
H -17.1745 4.9361 -6.9238 0.1 -0.1 -0.3 -0.392
H -15.7804 4.8256 -6.1799 0.0 -0.4 0.4 0.426
C -7.9614 5.6028 -14.7178 0.4 0.5 0.0 -1.394
C -9.2297 5.6353 -15.5886 1.2 -0.4 1.0 0.531
C -10.3113 6.4363 -14.8773 0.0 -0.3 -0.8 -0.600
O -10.8857 5.5985 -13.9034 0.1 0.1 0.3 -0.291
C -11.9360 6.2114 -13.2116 -0.9 -0.2 0.2 -0.487
N -8.8684 6.2307 -16.8705 -0.6 -0.1 -0.4 -0.721
H -7.6553 6.6415 -14.5585 0.0 0.0 0.2 0.336
H -7.0824 5.1419 -15.1763 -0.3 -0.2 -0.3 0.368
H -8.0839 5.1200 -13.7483 -0.3 0.0 0.0 0.303
H -9.5749 4.5971 -15.6603 -0.3 0.1 -0.2 0.216
H -11.0359 6.7127 -15.6595 -0.3 0.1 0.3 0.254
H -9.9307 7.3588 -14.4293 0.1 0.0 0.0 0.333
H -12.3740 5.5111 -12.4962 0.3 -0.3 -0.1 0.078
H -12.7422 6.4633 -13.9116 0.0 0.3 0.0 0.317
H -11.6728 7.0878 -12.6081 0.3 0.2 -0.3 0.208
H -8.3302 5.5475 -17.3955 0.2 0.2 0.1 0.275
H -9.7091 6.3483 -17.4351 0.1 0.1 0.1 0.251
C -17.7123 9.5974 -5.0540 -0.6 0.3 0.2 -1.548
C -17.6477 8.3959 -5.9867 -0.1 1.0 -0.6 0.853
C -19.0370 8.0972 -6.5582 -0.4 0.4 0.7 -1.287
O -19.0355 6.8810 -7.2574 0.4 -0.6 0.2 0.187
C -20.2814 6.5566 -7.8208 -0.4 0.7 -0.5 -0.760
N -16.7366 8.7809 -7.1010 -0.6 -1.3 -0.7 -0.118
H -16.8066 9.7838 -4.4799 0.1 -0.3 -0.1 0.308
H -18.5586 9.5515 -4.3622 0.1 -0.2 0.1 0.414
H -17.8843 10.5034 -5.6416 0.0 -0.1 -0.1 0.289
H -17.2764 7.4954 -5.4969 0.2 0.0 0.0 0.040
H -19.3606 8.9271 -7.2012 0.2 0.0 -0.2 0.470
H -19.7838 8.0725 -5.7499 0.1 -0.2 0.1 0.538
H -20.3328 5.5048 -8.0869 0.3 -0.1 0.1 0.033
H -20.4363 7.1574 -8.7266 0.0 -0.1 -0.1 0.229
H -21.1235 6.8029 -7.1646 0.1 -0.1 0.3 0.392
H -17.1968 9.5317 -7.6350 0.3 0.0 0.6 0.225
H -16.8628 7.9958 -7.7516 0.6 0.1 -0.1 -0.354
C -16.2454 -0.7451 -5.1264 0.3 0.4 0.6 -1.516
C -15.0951 -0.4595 -6.0901 -0.9 -0.4 -0.9 2.020
C -13.8867 0.2359 -5.4640 -0.8 0.0 0.0 -0.546
O -12.8483 0.3874 -6.3873 0.6 -0.6 0.2 -0.431
C -13.0814 1.3192 -7.4216 0.0 0.4 0.6 -0.242
N -14.6823 -1.6786 -6.8190 0.6 0.3 0.5 -0.750
H -16.6900 0.1818 -4.7558 -0.1 0.0 0.0 0.245
H -15.9209 -1.3189 -4.2513 0.2 0.0 -0.1 0.400
H -17.0431 -1.3298 -5.5858 0.0 0.1 -0.2 0.351
H -15.5006 0.1697 -6.8918 0.0 0.3 0.2 -1.144
H -13.5912 -0.3635 -4.5975 0.6 -0.2 -0.3 0.325
H -14.1454 1.2059 -5.0200 -0.4 0.1 -0.2 0.260
H -12.2366 1.2404 -8.1009 -0.1 0.0 -0.1 0.276
H -13.0916 2.3266 -6.9841 0.0 0.1 -0.1 0.218
H -14.0260 1.1914 -7.9489 0.1 -0.2 -0.1 0.026
H -15.4797 -2.2873 -6.9384 0.0 -0.1 0.0 0.267
H -13.9855 -2.1748 -6.2696 -0.1 -0.1 -0.2 0.259
C -21.3563 2.5389 -10.5057 -0.6 0.3 -0.2 -0.994
C -20.7950 1.4077 -11.3461 0.7 0.2 -0.4 0.427
C -19.6303 0.6836 -10.6616 -0.2 -0.4 -0.2 -0.559
O -18.5094 1.5229 -10.6023 0.2 0.5 0.0 -0.058
C -17.3454 0.9209 -10.0945 0.5 -0.8 0.3 -0.295
N -21.8499 0.5032 -11.7788 -0.3 -0.3 0.6 -0.722
H -22.2961 2.8997 -10.9311 -0.1 -0.3 -0.1 0.430
H -20.7234 3.4259 -10.5059 0.3 -0.3 0.3 0.044
H -21.5721 2.1938 -9.4913 0.1 0.2 0.1 0.154
H -20.3537 1.8226 -12.2601 -0.1 0.1 0.0 0.245
H -19.4398 -0.2259 -11.2517 0.3 0.1 0.0 0.223
H -19.8892 0.3410 -9.6497 -0.2 0.1 0.1 0.176
H -16.6209 1.6519 -9.7376 -0.3 0.4 -0.1 -0.443
H -16.8108 0.3077 -10.8292 -0.3 0.0 -0.3 0.433
H -17.5558 0.2412 -9.2602 -0.2 0.1 0.1 0.293
H -22.1754 -0.0242 -10.9688 -0.2 0.1 -0.2 0.249
H -21.5062 -0.1924 -12.4316 0.1 0.1 0.0 0.299
C -18.4605 10.5438 -9.8812 0.7 0.3 -0.7 -0.993
C -17.3223 10.0074 -10.7685 -0.4 -0.6 1.3 0.587
O -16.3716 10.9717 -11.1605 -0.4 0.1 -0.5 -0.532
O -18.0596 10.9331 -8.5667 -0.1 0.0 -0.2 -0.511
H -19.1973 9.7459 -9.8059 -0.1 0.1 0.3 0.324
H -18.8911 11.4182 -10.3809 -0.3 -0.2 -0.1 0.461
H -17.8454 9.5153 -11.5929 0.4 0.4 -0.5 0.286
H -16.7973 9.2054 -10.2267 -0.1 0.0 0.0 -0.252
H -16.3831 11.6867 -10.5197 0.2 0.0 0.0 0.299
H -17.5554 11.7520 -8.6186 -0.1 0.0 0.1 0.273
C -14.1494 5.5896 -9.8216 -0.3 0.3 -0.6 0.751
C -13.7432 4.2770 -9.1874 -0.5 0.2 0.3 -0.953
O -14.8529 3.3948 -9.0008 0.0 0.6 0.0 0.992
O -15.1570 6.3158 -9.1149 0.1 -0.4 0.1 0.692
H -14.5866 5.4199 -10.8154 0.3 -0.4 -0.1 -0.425
H -13.2690 6.2150 -9.9862 0.0 0.1 0.3 0.089
H -13.3085 4.4478 -8.1984 0.4 0.2 -0.2 0.005
H -13.0081 3.8439 -9.8672 0.0 -0.3 0.2 0.601
H -15.3365 3.7566 -8.2194 -0.1 -0.5 -0.3 -0.592
H -15.9877 6.0211 -9.5477 0.1 0.7 0.3 -0.402
C -13.3139 7.0712 -6.1802 0.0 -0.7 0.2 0.217
C -13.6255 8.5136 -5.8555 0.0 0.2 -0.5 -0.610
O -13.9889 9.2778 -7.0008 -0.7 -0.4 0.0 -0.625
O -14.4253 6.2077 -6.4018 -0.2 0.6 -0.2 -0.387
H -12.7882 6.6406 -5.3227 0.1 0.0 -0.1 0.536
H -12.6773 7.0071 -7.0669 0.2 0.2 0.1 -0.368
H -12.7043 8.9470 -5.4594 0.0 0.1 0.0 0.515
H -14.3965 8.5942 -5.0830 0.0 -0.1 0.0 0.024
H -14.9470 9.0661 -7.2183 0.6 0.2 0.6 0.612
H -14.7549 6.3858 -7.3059 0.0 -0.1 0.1 -0.389
```
Forces are in eV/Å.

Summary:
- net charge = 0
- HOMO (eV) = -8.842
- energy above the lowest of the compared OMol25 structures with the same formula, charge and spin (kcal/mol) = 0.0
- E (hartree) = -2714.31879
- spin multiplicity = 1
- gap between HOMO and LUMO (eV) = 9.05

Record 3
The following is a quantum chemistry calculation of a molecular structure, C23H21AuBr2N6O4S2, from OMol25.

```
59
Properties=species:S:1:pos:R:3:forces:R:3:mulliken_charge:R:1
Au -0.6225 -0.1359 -0.5488 0.0 0.0 0.1 1.318
Br 0.0330 0.5292 6.0692 0.0 0.0 0.0 -0.061
C -0.1936 0.4215 4.2262 0.0 0.0 0.0 -0.212
C 0.1526 1.4799 3.4044 0.0 0.0 0.0 -0.736
C -0.0191 1.3405 2.0432 0.0 0.0 0.0 -0.515
N -0.5200 0.2307 1.4916 0.0 0.0 0.0 -0.207
C -0.8910 -0.7997 2.2907 0.0 0.0 0.0 0.833
C -0.7260 -0.7303 3.6570 0.0 0.0 0.0 -0.341
C -1.5368 -1.9529 1.6241 0.0 0.0 0.0 0.584
C -2.0741 -3.0181 2.3215 0.0 0.0 0.0 -0.502
C -2.7607 -4.0038 1.6240 0.0 0.0 0.0 -0.100
Br -3.4864 -5.4560 2.5337 0.0 0.0 0.0 -0.056
C -2.9226 -3.8761 0.2521 0.0 0.0 0.0 -0.866
C -2.3495 -2.7888 -0.3710 0.0 0.0 0.0 -0.342
N -1.6428 -1.8638 0.2869 0.0 0.0 0.0 -0.482
H 0.5525 2.3998 3.8047 0.0 0.0 0.0 0.483
H 0.2532 2.1309 1.3603 0.0 0.0 0.0 0.802
H -1.0138 -1.5524 4.2930 0.0 0.0 0.0 0.464
H -1.9884 -3.0914 3.3943 0.0 0.0 0.0 0.478
H -3.4865 -4.5991 -0.3188 0.0 0.0 0.0 0.453
H -2.4844 -2.6359 -1.4308 0.0 0.0 0.0 0.638
N 6.4424 3.9423 -2.2454 -0.1 0.0 0.0 -0.443
C 5.1236 3.7448 -2.5184 0.1 0.0 0.0 0.823
C 4.7336 2.8617 -3.5430 0.0 0.0 -0.1 -0.729
C 3.4035 2.6533 -3.8145 0.0 0.0 0.0 -0.445
C 2.4355 3.3139 -3.0524 0.0 0.0 0.0 0.048
C 2.8008 4.1855 -2.0237 0.0 0.0 0.0 -0.419
C 4.1330 4.3909 -1.7561 0.0 0.0 0.0 -0.820
S 0.7787 3.1364 -3.4633 0.0 0.0 0.0 1.150
O 0.6284 2.7103 -4.8162 0.0 0.0 0.0 -0.747
O -0.0209 4.1419 -2.8694 0.0 0.0 0.0 -0.648
N 0.2581 1.6402 -2.6214 0.0 0.0 -0.1 -0.172
C -0.0706 0.4766 -3.2679 0.0 0.0 0.0 1.007
S 0.0899 0.0899 -4.9137 0.0 0.0 0.0 0.041
C -0.4090 -1.5230 -4.5683 0.0 0.0 0.0 -0.439
C -0.6922 -1.6812 -3.2663 0.0 0.0 0.0 -0.701
N -0.5277 -0.5196 -2.5304 0.0 0.0 -0.1 -0.212
H 7.1250 3.6729 -2.9342 0.0 0.0 0.0 0.242
H 6.7054 4.7283 -1.6742 0.0 0.0 0.0 0.220
H 5.4903 2.3769 -4.1472 0.0 0.0 0.0 0.423
H 3.1082 2.0131 -4.6353 0.0 0.0 0.0 0.509
H 2.0381 4.7090 -1.4644 0.0 0.0 0.0 0.512
H 4.4260 5.0842 -0.9780 0.0 0.0 0.0 0.403
H -0.4723 -2.2599 -5.3519 0.0 0.0 0.0 0.472
H -0.9834 -2.5961 -2.7833 0.0 0.0 0.0 0.522
C 5.6537 0.6519 -0.9083 0.0 0.0 0.0 -0.909
N 4.4428 -0.1092 -1.1646 0.0 0.0 0.1 0.244
C 4.6064 -1.5026 -1.5463 0.0 0.0 0.0 -0.963
C 3.2377 0.4196 -0.9844 0.0 0.0 0.0 0.237
O 2.1679 -0.1832 -1.1287 0.0 0.0 -0.1 -0.576
H 6.2709 0.6905 -1.8065 0.0 0.0 0.0 0.331
H 6.2302 0.1860 -0.1082 0.0 0.0 0.0 0.373
H 5.3996 1.6691 -0.6179 0.0 0.0 0.0 0.238
H 5.3554 -1.5746 -2.3343 0.0 0.0 0.0 0.340
H 3.6574 -1.8883 -1.9048 0.0 0.0 0.0 0.286
H 4.9392 -2.0968 -0.6937 0.0 0.0 0.0 0.328
H 3.2618 1.4817 -0.6949 0.0 0.0 0.0 0.236
O 0.6245 2.4665 -0.5361 0.0 0.0 0.0 -0.463
C 0.2400 1.5942 -1.2415 0.0 0.0 0.0 0.069
```
Forces are in eV/Å.

Summary:
- net charge = +2
- HOMO (eV) = -13.439
- energy above the lowest of the compared OMol25 structures with the same formula, charge and spin (kcal/mol) = 0.0
- E (hartree) = -7598.16479
- spin multiplicity = 1
- gap between HOMO and LUMO (eV) = 6.88